Arrangement one

Density functional theory data (ωB97M-V/def2-TZVPD) for a molecular structure, C50H50AsBr4IMnN6O5.

```
118
C50H50AsBr4IMnN6O5 (ωB97M-V/def2-TZVPD)
Mn 0.08794 0.74243 -0.51287
Br 7.22993 -0.15984 -0.79662
C 5.47035 0.09091 -0.12631
C 5.22283 0.12554 1.22474
Br 6.63741 -0.00055 2.48744
C 3.88901 0.22666 1.68176
Br 3.48188 0.50960 3.52026
C 2.79172 0.22208 0.81705
O 1.56017 0.21319 1.16594
C 3.07364 0.36410 -0.60509
O 2.08148 0.63773 -1.36877
C 4.39158 0.22798 -1.03112
Br 4.65979 0.29871 -2.91508
C -7.25431 0.56771 -1.23834
C -7.05130 0.45240 0.24592
C -8.12878 0.43405 1.12073
C -7.95362 0.34244 2.49448
C -6.66899 0.24240 3.00417
C -5.57510 0.23706 2.15216
C -5.75254 0.36300 0.77452
N -4.68356 0.35130 -0.12776
C -3.33436 0.68419 0.09894
N -3.16390 1.64643 1.03211
C -1.98702 2.31501 1.54606
C -0.71197 2.08122 1.04648
C 0.28496 2.86095 1.66675
C 0.04133 3.76979 2.68013
C -1.25746 3.93827 3.14898
C -2.29458 3.21083 2.59330
C -3.69395 3.39140 3.12798
N -2.40284 0.11438 -0.57800
C -2.75192 -0.96707 -1.43244
C -2.77749 -0.58564 -2.85634
C -2.45956 -1.28046 -3.93979
C -1.76600 -2.61167 -4.03389
C -2.90191 -3.42141 -1.87836
C -3.01818 -2.20197 -0.98362
C -3.27465 -2.48761 0.46471
H -8.30259 0.75631 -1.46877
H -6.95892 -0.34346 -1.76658
H -6.65242 1.37989 -1.65146
H -9.12981 0.50687 0.70906
H -8.81055 0.34128 3.15548
H -6.50741 0.14878 4.07063
H -4.57734 0.11185 2.54959
H -4.80333 -0.22412 -0.94948
H -4.02895 2.06016 1.33434
H 1.31403 2.72807 1.34596
H 0.85719 4.33135 3.12089
H -1.47052 4.62704 3.96055
H -3.68798 4.10471 3.95245
H -4.12022 2.45794 3.50678
H -4.39272 3.78111 2.37699
H -3.12334 0.43466 -3.01503
H -2.59600 -0.79011 -4.90079
H -2.33890 -3.23530 -4.72766
H -2.68912 -4.23223 -1.17950
H -2.71847 -3.36771 0.78924
H -4.34303 -2.69127 0.62491
H -2.98826 -1.65848 1.10882
C -1.51370 -3.08106 3.15495
As -0.33230 -1.81184 2.18298
C -0.36415 -0.47089 3.61415
C 1.39033 -2.71905 2.56988
C 1.50257 -3.40014 3.89111
C 1.20724 -4.75967 4.01203
C 1.26928 -5.40950 5.23534
C 1.63176 -4.71013 6.37972
C 1.93283 -3.35854 6.27568
C 1.87019 -2.71267 5.04862
H -1.15388 -3.27134 4.16705
H -1.57744 -4.02719 2.61450
H -2.51412 -2.64656 3.21260
H -0.21760 -0.91152 4.60204
H -1.33636 0.02637 3.57833
H 0.40592 0.26841 3.39560
H 2.13725 -1.93849 2.42758
H 1.49864 -3.44210 1.75916
H 0.92090 -5.31030 3.12266
H 1.03439 -6.46599 5.29454
H 1.68250 -5.21294 7.33792
H 2.22606 -2.79910 7.15623
H 2.11764 -1.66225 4.97113
I 2.58300 3.68422 -2.32328
C 0.60591 3.30967 -2.89062
C 0.26362 3.45919 -4.23503
C -1.07041 3.34661 -4.57493
C -2.01281 3.11672 -3.58256
C -1.55529 2.94730 -2.28577
N -0.26809 3.00822 -1.95625
H 1.02958 3.65180 -4.97170
H -1.37316 3.43607 -5.61183
H -3.07000 3.04817 -3.80226
H -2.23236 2.72620 -1.46604
C -5.29442 -2.79444 -2.79112
C -4.20376 -3.84734 -2.61397
C -1.58353 -3.40674 -2.72860
C -1.23692 -4.87347 -3.05481
C 0.11675 -5.11838 -3.71334
C -0.47891 -2.32206 -4.80919
O -0.32886 -2.68272 -5.96827
N 0.41830 -1.55892 -4.15329
C 0.12605 -0.90427 -2.89371
O 0.08699 0.32536 -2.91567
N -0.02682 -1.61705 -1.79428
C -0.50085 -2.87896 -1.72326
O -0.25657 -3.62894 -0.78595
H -6.15956 -3.23517 -3.29305
H -4.95994 -1.93793 -3.37267
H -5.63256 -2.42912 -1.81713
H -3.95116 -4.28642 -3.58193
H -4.64657 -4.66368 -2.03554
H -2.03250 -5.29190 -3.68120
H -1.25474 -5.40811 -2.10429
H 0.18260 -4.70213 -4.71737
H 0.29605 -6.19338 -3.79193
H 0.92039 -4.69540 -3.10864
H 1.16474 -1.15107 -4.69793
```

Computed properties:
Orbital gap (spin up / spin down): 4.9 / 5.1 eV
Spin multiplicity: 6
Lowest unoccupied orbital energy (spin up / spin down): 3.520 / 3.519 eV
Highest occupied orbital energy (spin up / spin down): -0.0522 / -0.0564 hartree
Net charge: -2

---

Arrangement two

Density functional theory data (ωB97M-V/def2-TZVPD) for a molecular structure, C50H50AsBr4IMnN6O5.

```
118
C50H50AsBr4IMnN6O5 (ωB97M-V/def2-TZVPD)
Mn 0.03178 0.72786 -0.51180
Br 7.17401 -0.38492 -0.91278
C 5.43120 -0.07754 -0.22098
C 5.20076 -0.04448 1.13978
Br 6.63836 -0.22437 2.37228
C 3.87175 0.10370 1.61423
Br 3.50327 0.36860 3.46263
C 2.76597 0.14456 0.76017
O 1.53788 0.15577 1.12267
C 3.03589 0.30429 -0.65896
O 2.04776 0.64538 -1.40696
C 4.34363 0.11939 -1.10823
Br 4.58181 0.21216 -2.99350
C -7.17987 0.65870 -1.42200
C -7.07160 0.56493 0.07654
C -8.19902 0.60370 0.88594
C -8.10781 0.53060 2.26935
C -6.86030 0.39840 2.85500
C -5.71872 0.34031 2.06895
C -5.81095 0.43718 0.68048
N -4.69466 0.36622 -0.15588
C -3.34602 0.65527 0.11937
N -3.16144 1.57601 1.09469
C -1.97188 2.22797 1.60307
C -0.70527 2.01356 1.06531
C 0.30336 2.79818 1.65540
C 0.08558 3.68410 2.69851
C -1.19754 3.82846 3.21577
C -2.24519 3.10596 2.67432
C -3.63649 3.27246 3.24323
N -2.41528 0.09461 -0.56377
C -2.77384 -0.96538 -1.45442
C -2.76617 -0.56691 -2.87481
C -2.44728 -1.26504 -3.95556
C -1.76027 -2.60587 -4.04813
C -2.94940 -3.41738 -1.93422
C -3.08762 -2.19781 -1.03449
C -3.43134 -2.49049 0.39296
H -8.20417 0.88410 -1.71878
H -6.89054 -0.27738 -1.91175
H -6.52255 1.43998 -1.81185
H -9.17270 0.70234 0.41764
H -9.00210 0.56979 2.87912
H -6.76784 0.31929 3.93193
H -4.74975 0.19074 2.52867
H -4.80508 -0.17511 -0.99839
H -4.01941 1.98023 1.42126
H 1.31889 2.69874 1.28556
H 0.91138 4.24850 3.12260
H -1.38779 4.49974 4.05028
H -3.61777 3.97112 4.08065
H -4.04625 2.32612 3.61280
H -4.34778 3.67273 2.50758
H -3.07310 0.46557 -3.02839
H -2.56408 -0.77223 -4.91842
H -2.33647 -3.21965 -4.74280
H -2.78543 -4.24026 -1.24172
H -2.92474 -3.39333 0.72365
H -4.51476 -2.65559 0.49465
H -3.14428 -1.68352 1.06339
C -1.35977 -3.26068 3.17915
As -0.24149 -1.93768 2.19318
C -0.34137 -0.60183 3.63094
C 1.51598 -2.77471 2.62969
C 1.66619 -3.35223 3.99856
C 1.39403 -4.70229 4.23929
C 1.49674 -5.24978 5.51094
C 1.87838 -4.45577 6.58611
C 2.16271 -3.11373 6.36297
C 2.05960 -2.57108 5.08745
H -0.97102 -3.44512 4.18218
H -1.38741 -4.20615 2.62928
H -2.37866 -2.87958 3.26802
H -0.17992 -1.03723 4.62166
H -1.33274 -0.13948 3.59785
H 0.39993 0.17311 3.42534
H 2.23982 -1.98296 2.43500
H 1.64007 -3.54619 1.86938
H 1.09600 -5.32988 3.40521
H 1.27865 -6.30099 5.66376
H 1.95667 -4.87865 7.58114
H 2.47365 -2.48122 7.18767
H 2.29808 -1.52770 4.92270
I 2.38800 3.72958 -2.16091
C 0.42312 3.27152 -2.74076
C 0.07211 3.47545 -4.07321
C -1.26117 3.38885 -4.40951
C -2.18572 3.16895 -3.40394
C -1.71889 2.95520 -2.11811
N -0.43279 2.93720 -1.79439
H 0.82791 3.70454 -4.80965
H -1.57761 3.51182 -5.43912
H -3.24907 3.15673 -3.60746
H -2.39889 2.78404 -1.28886
C -5.28033 -2.73786 -2.98870
C -4.22679 -3.81650 -2.72756
C -1.59712 -3.40316 -2.74229
C -1.23573 -4.87250 -3.05221
C 0.13427 -5.12701 -3.68106
C -0.45336 -2.32090 -4.80930
O -0.28119 -2.70200 -5.96144
N 0.43169 -1.54220 -4.14767
C 0.11560 -0.88563 -2.89009
O 0.04846 0.34345 -2.91483
N -0.05298 -1.60919 -1.80005
C -0.52244 -2.87566 -1.71828
O -0.27783 -3.63276 -0.78549
H -6.12557 -3.16856 -3.53324
H -4.88587 -1.90501 -3.56780
H -5.66446 -2.34366 -2.04140
H -3.93666 -4.28105 -3.67536
H -4.72457 -4.60317 -2.15364
H -2.01799 -5.30279 -3.69029
H -1.26564 -5.39548 -2.09742
H 0.22196 -4.71563 -4.68610
H 0.30903 -6.20368 -3.75007
H 0.92521 -4.70278 -3.05870
H 1.19600 -1.15012 -4.67743
```

Computed properties:
Orbital gap (spin up / spin down): 4.9 / 5.0 eV
Spin multiplicity: 6
Lowest unoccupied orbital energy (spin up / spin down): 3.504 / 3.503 eV
Highest occupied orbital energy (spin up / spin down): -0.0503 / -0.0544 hartree
Net charge: -2

---

Winner for stability: arrangement one

---

Arrangement one

Density functional theory data (ωB97M-V/def2-TZVPD) for a single CH4S2 molecule.

```
7
CH4S2 (ωB97M-V/def2-TZVPD)
C 1.67796 0.05889 0.83334
S 0.07079 0.80258 0.15943
S -0.99126 -0.73926 -0.50208
H 2.51965 0.42635 0.25309
H 1.51459 -0.97394 0.53070
H 1.73428 0.16234 1.90896
H -0.23114 -1.37668 -1.38894
```

Computed properties:
Orbital gap: 9.3 eV
Spin multiplicity: 1
Lowest unoccupied orbital energy: 0.667 eV
Highest occupied orbital energy: -0.3159 hartree
Structure (SMILES): CSS

---

Arrangement two

Density functional theory data (ωB97M-V/def2-TZVPD) for 2 unconnected molecules or ions with the total composition CH4S2.

```
7
CH4S2 (ωB97M-V/def2-TZVPD)
C 0.46813 0.34555 -0.14110
S 0.87783 -0.82220 2.01309
S -0.97705 -0.81304 2.53207
H -0.37330 0.64658 0.53079
H -0.08202 -0.31915 -0.86045
H 1.15641 1.01553 -0.67893
H 0.99494 -2.18151 2.01526
```

Computed properties:
Orbital gap (spin up / spin down): 8.0 / 6.9 eV
Spin multiplicity: 1
Lowest unoccupied orbital energy (spin up / spin down): -0.487 / -1.375 eV
Highest occupied orbital energy (spin up / spin down): -0.3128 / -0.3056 hartree

---

Winner for stability: arrangement one

---

Arrangement one

Density functional theory data (ωB97M-V/def2-TZVPD) for a molecular structure, C3H7N3O3.

```
16
C3H7N3O3 (ωB97M-V/def2-TZVPD)
C 0.95331 -1.84387 -0.09567
C 0.49307 -0.42919 0.34790
C 1.55137 0.64847 0.79346
H 1.26832 -2.48791 0.79036
H 1.86628 -1.70192 -0.72915
H 0.04539 -2.45913 -0.94250
H -0.14218 -0.34039 1.26769
H -0.40929 0.03644 -1.71978
H 0.49872 2.64959 0.36396
H 2.18304 2.64862 0.76584
N -0.48281 -0.00077 -0.63041
N -1.75472 -0.15301 -0.69002
N 1.17031 2.07521 0.83180
O -2.15741 -0.42600 -1.98256
O -2.43683 -0.07360 0.51563
O 2.61595 0.24364 1.13565
```

Computed properties:
Orbital gap: 10.0 eV
Spin multiplicity: 1
Lowest unoccupied orbital energy: -0.569 eV
Highest occupied orbital energy: -0.3889 hartree

---

Arrangement two

Density functional theory data (ωB97M-V/def2-TZVPD) for a single C3H7N3O3 molecule.

```
16
C3H7N3O3 (ωB97M-V/def2-TZVPD)
C 1.28578 -1.20604 -0.16383
C -0.02830 -0.53488 -0.31641
N -0.95738 -0.31566 0.84488
N -0.43421 0.20262 1.94608
O 0.53623 1.00579 1.84959
O -0.82603 -0.09091 3.05667
C 0.04700 0.63600 -1.37088
N -0.85112 1.54011 -1.13428
O 0.78480 0.81852 -2.42532
H 1.63905 -1.41659 -1.14704
H 1.16717 -2.09867 0.75155
H 1.97638 -0.35155 0.26028
H -0.54967 -1.11721 -1.11407
H -1.40760 -1.14362 1.09894
H -0.86893 2.27719 -1.80748
H -1.51314 1.79491 -0.32866
```

Computed properties:
Orbital gap: 10.1 eV
Spin multiplicity: 1
Lowest unoccupied orbital energy: 0.072 eV
Highest occupied orbital energy: -0.3703 hartree
Structure (SMILES): C[C@@H](N[N+](=O)[O-])C(N)=O

---

Winner for stability: arrangement two

---

Arrangement one

Density functional theory data (ωB97M-V/def2-TZVPD) for a molecular structure, C3H3Cl3S.

```
10
C3H3Cl3S (ωB97M-V/def2-TZVPD)
C 0.82860 0.35800 -1.07026
C -0.17810 0.84204 -0.11750
C -0.72722 -0.78269 0.89857
S 1.34387 1.59006 0.22501
Cl 0.81097 -1.43598 1.39836
Cl -1.76231 -0.31924 2.26139
Cl -1.52754 -1.74674 -0.29453
H 1.31926 -0.62046 -1.21203
H 0.98486 0.79410 -1.97432
H -1.09240 1.32090 -0.11470
```

Computed properties:
Orbital gap: 9.6 eV
Spin multiplicity: 1
Lowest unoccupied orbital energy: 0.569 eV
Highest occupied orbital energy: -0.3302 hartree

---

Arrangement two

Density functional theory data (ωB97M-V/def2-TZVPD) for 2 unconnected molecules or ions with the total composition C3H3Cl3S.

```
10
C3H3Cl3S (ωB97M-V/def2-TZVPD)
C -0.12177 0.05105 0.54750
C -0.57038 0.29319 -0.75229
C -3.22642 -0.01724 0.04405
S -0.31966 1.76161 0.06199
Cl -3.21763 1.22691 1.27374
Cl -4.36261 0.34497 -1.27138
Cl -2.95753 -1.63603 0.44807
H -0.91557 -0.32735 1.20323
H 1.03253 -0.12548 0.75273
H -0.59596 -0.18347 -1.78175
```

Computed properties:
Orbital gap (spin up / spin down): 7.0 / 8.4 eV
Spin multiplicity: 1
Lowest unoccupied orbital energy (spin up / spin down): -0.538 / 0.029 eV
Highest occupied orbital energy (spin up / spin down): -0.2767 / -0.3060 hartree

---

Winner for stability: arrangement one